Entry 1:
{
  "formula": "C21H27N6O7Re",
  "method": "ωB97M-V with the def2-TZVPD basis set",
  "multiplicity": 4,
  "s_squared": 3.777,
  "total_charge": -1,
  "e_homo_ev": [-2.297, -3.387],
  "orbital_gap_ev": [4.26, 5.35],
  "relative_energy_kcal_mol": 288.66,
  "lumo_ev": [2.0, 2.0],
  "symbols": ["Re", "O", "C", "C", "C", "C", "C", "C", "C", "O", "N", "N", "C", "C", "C", "C", "C", "C", "C", "O", "H", "H", "H", "H", "H", "H", "H", "H", "H", "H", "N", "C", "C", "C", "C", "N", "C", "N", "N", "C", "O", "O", "H", "H", "H", "H", "H", "H", "H", "H", "H", "H", "H", "H", "H", "H", "C", "O", "H", "H", "H", "O"],
  "coordinates": [[0.741434, 0.247308, 0.005775], [4.447730, -1.914289, 0.357393], [4.131425, -2.020312, 1.675237], [4.932483, -2.879385, 2.425966], [4.700064, -3.040757, 3.780968], [3.664535, -2.344085, 4.387324], [2.867421, -1.492622, 3.633284], [3.072601, -1.303397, 2.261960], [2.124805, -0.331409, 1.525189], [2.708456, -0.035673, 0.400211], [1.018629, -0.042936, 2.228837], [0.012202, 0.935840, 1.779115], [0.100717, 2.078139, 2.503659], [-0.234705, 3.282971, 1.748816], [-1.054312, 4.302592, 2.219284], [-1.324334, 5.380527, 1.377708], [-0.754677, 5.421102, 0.105689], [0.089378, 4.401864, -0.337075], [0.393754, 3.286110, 0.460620], [1.160992, 2.310664, 0.098861], [3.849617, -1.187895, 0.059159], [5.739355, -3.406117, 1.933373], [5.328723, -3.703730, 4.363863], [3.471489, -2.453976, 5.447841], [2.068731, -0.948436, 4.119872], [0.579203, 2.158938, 3.476710], [-1.497948, 4.229852, 3.204578], [-1.985253, 6.176567, 1.701999], [-0.968472, 6.247795, -0.562253], [0.523340, 4.449665, -1.331513], [-1.348477, -0.017904, 0.288685], [-2.066254, -1.281911, 0.364891], [-3.555165, -1.207630, 0.037069], [-4.096822, -0.529929, -1.248272], [-3.941857, -1.295459, -2.584195], [-2.607029, -1.425383, -3.152796], [-1.813811, -0.458772, -3.595420], [-2.332008, 0.717761, -3.999774], [-0.514617, -0.633737, -3.656968], [-1.129876, -2.139020, -0.489051], [-1.584097, -3.090408, -1.142957], [-0.037066, -1.515674, -0.704242], [-1.488361, 0.694640, 1.212923], [-1.713828, 0.777415, -0.300645], [-1.960790, -1.668630, 1.387077], [-4.008109, -0.673491, 0.878764], [-3.967255, -2.222087, 0.058318], [-3.697437, 0.484900, -1.334155], [-5.176017, -0.421535, -1.098655], [-4.569933, -0.832301, -3.353305], [-4.309509, -2.312076, -2.441995], [-2.144366, -2.310740, -2.942546], [-3.325587, 0.851385, -4.008810], [-1.729764, 1.448339, -4.331020], [-0.121455, -1.264973, -2.947450], [0.129963, 0.088094, -3.932561], [2.525941, -1.729436, -2.089280], [1.833417, -0.959499, -1.244178], [3.552273, -1.390171, -2.353069], [2.082962, -1.890033, -3.102731], [2.717102, -2.772879, -1.767759], [0.490447, 1.176230, -1.458346]],
  "forces_ev_per_a": [[-2.134, 2.291, -4.422], [-0.400, 0.345, 0.595], [0.190, 0.163, -0.835], [-0.111, -0.024, 0.473], [0.002, 0.006, -0.184], [-0.176, 0.170, 0.104], [0.359, -0.225, 0.017], [-1.142, -0.189, 1.228], [4.329, -2.046, 3.796], [-0.056, 3.322, 2.724], [-0.072, -0.765, -0.003], [3.325, -0.732, 2.675], [-0.196, 1.945, 0.004], [0.215, -1.113, 0.735], [0.197, 0.168, -0.803], [-0.103, 0.265, 0.046], [0.161, -0.372, 0.218], [0.136, 0.113, -0.536], [-0.695, 0.077, 0.478], [2.244, 2.342, 1.873], [0.121, -0.235, -0.525], [-0.046, 0.053, -0.102], [0.004, -0.013, -0.015], [0.034, -0.014, -0.006], [-0.029, -0.009, -0.149], [-0.121, -0.541, -0.101], [0.012, -0.010, 0.040], [0.021, 0.028, 0.008], [-0.016, 0.040, 0.030], [0.030, 0.004, 0.053], [-4.210, 5.515, 1.480], [0.744, 0.109, -0.074], [-0.366, -0.300, -0.210], [0.627, -0.190, 0.005], [-0.130, 0.410, 0.070], [0.280, -0.779, 0.293], [-0.238, 1.181, -0.012], [-0.269, -0.407, -0.026], [0.660, -1.241, 0.402], [-1.316, 1.369, -1.526], [0.446, -0.451, 0.292], [-2.484, -4.550, 0.444], [0.626, -3.228, -1.766], [-0.192, -1.716, -0.650], [-0.167, 0.262, 0.067], [-0.074, -0.014, -0.073], [0.139, -0.026, 0.099], [0.030, 0.001, -0.099], [0.060, 0.037, -0.046], [-0.209, 0.000, 0.165], [0.067, 0.028, -0.093], [0.117, 0.319, 0.409], [0.038, 0.083, -0.085], [0.018, 0.101, 0.256], [0.187, 0.217, -0.108], [-0.160, 0.316, 0.250], [0.356, -0.401, -0.731], [2.497, -0.638, -2.882], [0.048, 0.374, 0.165], [-0.365, 0.177, -0.186], [-0.266, -0.018, 0.419], [-2.577, -1.576, -3.666]]
}


Entry 2:
{
  "formula": "C21H28BCuN8S",
  "method": "ωB97M-V with the def2-TZVPD basis set",
  "multiplicity": 2,
  "s_squared": 0.753,
  "total_charge": 1,
  "e_homo_ev": [-11.205, -11.205],
  "orbital_gap_ev": [7.66, 7.02],
  "relative_energy_kcal_mol": 0.88,
  "lumo_ev": [-3.5, -4.2],
  "symbols": ["Cu", "C", "C", "C", "C", "C", "N", "N", "B", "N", "N", "C", "C", "C", "C", "C", "N", "N", "C", "C", "C", "C", "C", "H", "H", "H", "H", "H", "H", "H", "H", "H", "H", "H", "H", "H", "H", "H", "H", "H", "H", "H", "H", "H", "H", "N", "C", "S", "C", "C", "C", "N", "C", "C", "H", "H", "H", "H", "H", "H"],
  "coordinates": [[-0.008587, -1.255929, -0.186582], [-2.719762, -1.934315, 2.396362], [-1.756770, -0.793229, 2.435611], [-1.761041, 0.353837, 3.235807], [-0.622440, 1.065058, 2.891292], [-0.136611, 2.381662, 3.399496], [0.012190, 0.377545, 1.922299], [-0.683608, -0.771321, 1.651338], [1.469072, 0.532932, 1.352371], [2.135231, -0.865113, 1.418784], [1.580884, -1.906639, 0.743885], [2.303940, -2.992144, 0.972627], [1.955041, -4.314155, 0.373969], [3.365679, -2.648829, 1.821699], [3.225088, -1.298550, 2.082156], [4.072178, -0.408631, 2.928709], [1.442194, 0.967294, -0.156090], [1.258341, 0.010440, -1.120317], [1.531746, 0.563417, -2.299436], [1.531862, -0.249334, -3.553256], [1.882629, 1.903682, -2.105008], [1.823046, 2.120381, -0.740200], [2.081647, 3.372251, 0.029178], [-3.633531, -1.686259, 2.931704], [-2.279767, -2.815010, 2.866423], [-2.976979, -2.197913, 1.368511], [-2.484228, 0.618910, 3.990453], [-0.775828, 2.726925, 4.208409], [-0.154273, 3.128588, 2.604789], [0.886857, 2.314758, 3.768961], [2.081297, 1.324675, 2.001513], [1.060022, -4.238812, -0.244078], [1.772956, -5.051910, 1.154826], [2.772747, -4.683009, -0.244520], [4.139389, -3.299576, 2.195274], [4.887933, -0.987240, 3.355366], [3.495841, 0.028279, 3.744823], [4.497108, 0.407971, 2.343988], [1.254468, -1.279966, -3.333344], [2.529662, -0.260381, -3.992014], [0.853084, 0.159418, -4.303330], [2.178782, 2.619483, -2.855037], [2.516771, 4.126032, -0.622680], [2.762220, 3.196077, 0.862096], [1.151349, 3.770451, 0.437753], [-4.686533, 1.229991, -4.845538], [-4.644897, 1.469486, -3.526647], [-5.683085, 2.515303, -2.801035], [-3.593888, 0.723785, -2.751793], [-2.658727, -0.115992, -3.351540], [-1.713827, -0.753466, -2.576396], [-1.650940, -0.616338, -1.248445], [-2.559094, 0.176202, -0.660294], [-3.526536, 0.854622, -1.370323], [-5.386061, 1.706358, -5.390032], [-4.055519, 0.610026, -5.316822], [-2.633516, -0.294142, -4.416770], [-0.987182, -1.407651, -3.034767], [-2.502106, 0.279269, 0.414871], [-4.235918, 1.490746, -0.859051]],
  "forces_ev_per_a": [[-0.072, -0.078, -0.073], [0.053, 0.044, -0.009], [0.019, 0.002, 0.064], [-0.053, -0.052, 0.086], [-0.018, 0.034, -0.146], [0.053, -0.087, 0.002], [0.188, -0.161, 0.190], [-0.153, 0.287, -0.174], [-0.075, -0.006, -0.077], [-0.026, 0.130, 0.022], [-0.073, 0.044, -0.009], [0.067, -0.049, 0.031], [0.049, 0.073, 0.053], [-0.003, -0.042, -0.027], [0.011, -0.022, 0.009], [-0.044, -0.004, -0.043], [0.115, -0.136, 0.067], [-0.103, 0.269, -0.096], [0.012, -0.003, 0.124], [-0.059, 0.103, 0.041], [0.085, 0.014, -0.113], [-0.078, -0.019, 0.045], [0.028, -0.074, 0.025], [-0.004, 0.003, -0.021], [-0.020, 0.004, -0.005], [-0.016, 0.001, 0.018], [0.030, -0.006, -0.045], [-0.008, -0.009, -0.006], [0.003, 0.013, 0.020], [-0.027, -0.006, 0.006], [-0.071, -0.002, -0.049], [0.003, -0.007, 0.000], [-0.020, -0.007, -0.008], [-0.014, -0.004, -0.020], [-0.044, 0.019, -0.018], [0.005, 0.012, 0.006], [0.001, -0.012, -0.009], [-0.007, -0.017, 0.002], [0.017, -0.006, -0.044], [-0.002, -0.003, 0.012], [-0.021, -0.018, 0.030], [-0.007, -0.043, 0.026], [-0.009, -0.007, -0.006], [-0.003, 0.009, -0.032], [0.015, 0.012, -0.002], [0.043, -0.007, 0.086], [-0.183, 0.144, 0.014], [0.124, -0.113, -0.022], [0.038, -0.029, 0.011], [-0.071, 0.031, -0.066], [-0.008, -0.124, 0.032], [0.198, -0.119, 0.225], [0.025, 0.063, 0.012], [-0.071, 0.016, -0.028], [0.005, 0.014, -0.021], [-0.025, -0.031, -0.043], [0.050, -0.022, 0.019], [0.059, 0.003, -0.007], [0.069, -0.010, -0.048], [0.022, -0.012, -0.015]]
}


Number 1: calculated total energy -47610.3685 eV. Number 2: calculated total energy -90301.4653 eV.